Entry 1:
The following is a quantum chemistry calculation of a structure of composition C31H45F3N9O9SV in a non-equilibrium geometry, from the Open Molecules 2025 dataset.

Results
Energy ... -109381.7730 eV
2S+1 ... 4
Net charge ... -1
Gap between HOMO and LUMO (spin up / spin down) ... 6.7 / 6.6 eV

```
99
C31H45F3N9O9SV | the Open Molecules 2025 dataset | ωB97M-V with the def2-TZVPD basis set
V 3.47066 0.18267 0.19888
S 0.32989 0.43685 -0.93311
F -1.25015 0.36048 1.24341
F -1.00687 -1.54611 0.38021
F -2.24724 -0.22532 -0.64815
O 3.27959 -2.73505 2.77562
O 1.58408 -3.17690 -0.94038
O 3.28559 -1.91760 -0.76137
O 3.18119 -1.01346 4.02743
O 0.05531 1.85365 -1.17412
O 1.53697 0.17353 -0.12083
O 2.68881 -0.90212 1.93278
O 3.29487 -3.81193 0.11046
O 0.41103 -0.29354 -2.22256
N 2.71244 -2.99857 -0.57230
N -4.32357 -3.14424 0.59404
N 2.99901 -1.53173 2.97285
N 0.72298 4.85027 -1.43381
N -4.11671 1.96452 -4.13042
N -5.03424 0.55407 0.39130
N 0.79037 -4.17289 4.62728
N 1.16062 -3.13485 -3.79517
N 3.70659 2.05382 1.28804
C 2.24715 -3.10723 -4.54149
C 0.48662 5.56554 -0.27622
C -5.28753 -2.66271 -0.26430
C -5.37506 0.54386 -3.00629
C -4.66341 0.26855 1.74193
C -6.25719 1.23875 0.37030
C 4.46033 3.02240 0.55800
C 0.90889 -4.78144 -5.35967
C 2.12555 -4.08036 -5.48708
C 2.39957 2.81114 1.55833
C 0.37339 -3.90427 2.49849
C 0.45765 -3.24667 3.68074
C 0.68540 -5.23574 2.65091
C -5.68464 0.65561 2.56662
C 1.33198 2.01445 2.33596
C 2.57591 6.06621 -1.03146
C 0.82319 -5.35880 3.99645
C 4.71424 2.89517 3.56314
C -3.64383 -3.34683 -1.49486
C -6.68511 1.25105 1.69018
C 5.99798 2.72921 0.29248
C -4.02400 0.06981 -2.93131
C -1.17289 -0.31380 0.04083
C -5.42464 1.72389 -3.73876
C 0.32745 -4.08845 -4.28971
C -3.32231 -3.70768 -0.24176
C -3.27890 0.98398 -3.69001
C 4.38704 1.74086 2.61775
C 1.91861 5.19827 -1.90846
C -4.89453 -2.76551 -1.57150
C 1.65389 6.20898 -0.03943
H 6.58195 2.54304 1.19383
H -5.86158 0.53865 3.62558
H 3.58069 6.46046 -1.06860
H 5.38286 3.68964 3.23170
H 0.14083 -3.44006 1.55148
H -6.63992 1.56112 -0.58678
H 5.25117 2.53266 4.43972
H 0.46651 -2.19607 3.93083
H 1.12090 2.59794 3.23211
H 4.47477 3.98545 1.06832
H -6.14893 -2.28530 0.26669
H 2.00363 3.13890 0.59713
H 2.93390 -2.29639 -4.34830
H 5.27902 1.12591 2.49809
H -5.41480 -2.37634 -2.43421
H 0.38111 1.95879 1.80601
H 6.62713 3.53170 -0.09258
H 2.58338 3.75443 2.07264
H -0.42046 5.54008 0.30940
H 0.03181 4.34005 -1.96491
H 6.09207 1.70044 -0.05520
H -2.21611 1.08337 -3.85431
H -0.62998 -4.27559 -3.82634
H 0.97477 -3.92459 5.58876
H 3.74829 1.16122 3.28418
H -3.75983 2.73032 -4.68386
H -6.19893 2.41361 -4.04068
H 0.57814 -5.62418 -5.94857
H 4.03382 3.12772 -0.43955
H 3.79852 3.28320 4.00922
H 2.81922 -4.14236 -6.31253
H 0.94890 -2.60807 -2.95984
H -2.44039 -4.14674 0.20078
H -6.09735 -0.06686 -2.48503
H 1.54214 1.05038 2.79910
H -3.76952 -0.25876 2.04080
H 1.93732 6.60606 0.92410
H 1.11988 -6.21851 4.57892
H -2.95766 -3.42005 -2.32565
H -7.60113 1.60756 2.13762
H 2.12244 4.75918 -2.87389
H 0.70949 -6.13092 2.04719
H -4.53443 0.42913 -0.47743
H -3.64486 -0.75616 -2.34785
H -4.32123 -3.29834 1.59221
```


Entry 2:
The following is a quantum chemistry calculation of a cluster of 13 separate species, C31H45F7N12Si in total in a non-equilibrium geometry, from the Open Molecules 2025 dataset.

Results
Energy ... -77655.2915 eV
Net charge ... 0
Gap between HOMO and LUMO ... 9.5 eV

```
96
C31H45F7N12Si | the Open Molecules 2025 dataset | ωB97M-V with the def2-TZVPD basis set
Si -0.21980 -1.28668 1.38216
F -0.51144 0.13905 -0.97261
F 1.43387 1.47488 1.60066
F 2.06101 0.34375 -0.18040
F 0.89384 -4.12653 -0.02769
F 0.75408 -4.41118 2.16515
F 0.02154 -5.94150 0.78302
F -1.18466 1.26257 0.80442
N -3.47383 -1.38142 -1.58553
N -8.23555 2.43098 0.92022
N 5.67239 2.19879 1.38713
N -8.00392 0.75341 6.37678
N 3.80266 3.26668 -3.56450
N 5.42156 -5.52574 -1.39894
N 0.61264 4.76781 -0.60119
N 0.61840 3.05597 -7.09583
N 6.70397 -2.37308 1.50575
N -0.10811 0.76701 -4.40391
N -3.68757 -0.51027 2.40113
N 1.85097 -2.46723 4.44310
C 4.17008 -5.64921 0.87676
C -3.13819 -1.20773 -2.66801
C 3.76517 3.51839 -4.68284
C -0.59620 -1.02517 3.17829
C 5.90845 -1.76175 0.95093
C 2.03986 4.45274 1.55196
C -1.27468 -3.96949 0.92530
C 4.29322 -1.66595 4.06851
C -4.87952 1.13755 0.78133
C -2.71282 -0.98670 -4.03996
C -8.33131 2.54126 3.51767
C 5.78929 2.43319 0.27030
C 1.23737 4.63054 0.35095
C -8.27719 2.48827 2.06517
C 1.08027 1.13478 0.33521
C 0.10775 -4.57684 0.97271
C 0.00160 1.84516 -4.02849
C 0.34292 2.02295 -7.51085
C -4.21858 0.21411 1.68711
C 5.88058 2.72932 -1.14815
C 0.14227 3.22153 -3.59340
C -1.26980 -1.86669 3.94950
C -1.34256 -2.50320 0.49040
C -7.65455 -1.75181 5.77012
C -7.85080 -0.35188 6.11191
C 3.66500 3.84565 -6.09505
C -0.24559 0.37720 0.35360
C 0.00572 0.69560 -7.99155
C 4.87628 -5.58458 -0.39211
C 4.85894 -1.01953 0.27454
C 2.93624 -2.12931 4.29007
H 3.41288 -4.86912 0.94239
H 4.94381 -2.49353 3.79003
H 6.53614 2.03020 -1.66501
H -3.57530 -0.89744 -4.69832
H 2.63305 3.75149 -6.43525
H -5.43065 0.59605 0.01507
H -2.35361 -2.16055 0.68402
H 4.28382 3.17389 -6.68723
H 4.62709 -0.10200 0.81232
H 6.26246 3.73531 -1.31232
H -0.26937 3.36973 -2.59704
H -0.17696 -0.14294 3.64532
H -1.75541 -4.12810 1.88128
H 0.99388 2.03146 -0.27992
H -0.37636 3.89767 -4.27167
H 1.18697 3.52147 -3.56367
H 3.99632 4.86677 -6.27509
H -7.27036 -2.30385 6.62562
H 1.17977 -1.76165 1.32338
H -1.18284 -2.39265 -0.57382
H 0.83340 0.26934 -8.55538
H -4.15424 1.78164 0.28664
H 4.89672 2.66990 -1.60787
H 4.85339 -5.52774 1.71553
H 2.93709 3.87433 1.33442
H -5.58575 1.76862 1.31635
H -1.16991 -1.77363 5.01983
H 4.32640 -0.93142 3.26551
H -1.81360 -4.56121 0.19251
H -0.86851 0.73160 -8.63907
H 3.94786 -1.61477 0.21762
H -9.28284 2.94551 3.85726
H -7.53603 3.16899 3.91512
H -6.94147 -1.84961 4.95314
H -1.92485 -2.62690 3.55961
H -2.09842 -1.81458 -4.38866
H 5.14687 -0.75117 -0.74065
H 4.70380 -1.20248 4.96347
H -8.21609 1.55046 3.94812
H 1.47334 3.92424 2.31683
H 3.66228 -6.60499 0.99525
H -8.59420 -2.20689 5.46268
H 2.34380 5.41679 1.95529
H -2.12342 -0.07538 -4.11630
H -0.21218 0.04144 -7.14819
```


Entry 3:
The following is a quantum chemistry calculation of a structure of composition C31H45N7O2P2Ti in a non-equilibrium geometry, from the Open Molecules 2025 dataset.

Results
Energy ... -89097.9682 eV
Relative energy (zero: lowest compared OMol25 entry of this formula, charge and spin) ... 113.0 kJ/mol
2S+1 ... 3
Net charge ... 0
Gap between HOMO and LUMO (spin up / spin down) ... 5.2 / 7.0 eV

```
88
C31H45N7O2P2Ti | the Open Molecules 2025 dataset | ωB97M-V with the def2-TZVPD basis set
Ti -0.25548 0.00194 -0.13452
P 2.58325 0.47832 0.93114
P -1.01179 0.14020 -2.53871
O -0.94918 2.11373 2.92598
O -0.11387 0.41585 1.70789
N 1.04365 -1.32180 -0.97348
N 0.20746 2.59019 1.05012
N -3.95654 0.88776 1.52302
N -1.42697 -1.56743 0.36864
N 0.31475 2.23990 -0.31936
N -3.11378 -2.12336 1.73625
N -2.23371 1.08140 0.11582
C -3.30724 0.49864 -4.35684
C 0.80991 -1.87167 -2.21689
C -2.40849 -3.27957 1.44000
C 5.46183 0.05296 0.45067
C -2.83821 0.17050 -2.94224
C -0.60794 -2.11790 -4.19739
C 2.74909 0.87760 2.78386
C -2.88484 0.24517 0.95159
C -0.12742 1.28259 -3.76516
C 1.84577 -2.02362 -0.05844
C 4.13593 1.25968 3.30131
C 3.50360 -3.45578 1.74292
C -2.48745 -1.08731 1.07854
C 2.66319 -1.34590 0.87703
C -3.95339 2.18809 1.04934
C 2.66711 -4.13313 0.86611
C 1.36418 1.20085 -3.40785
C -0.28708 1.04044 -5.26624
C 1.67974 -2.80676 -2.82945
C 1.86914 -3.43359 -0.01326
C 2.13608 -0.17004 3.72855
C -3.46567 -1.13589 -2.44189
C 3.48356 -2.07531 1.73793
C 1.38057 -3.41300 -4.02898
C -0.30155 -1.45633 -3.00631
C 4.08328 1.19623 -1.27940
C -0.35733 1.65418 1.96397
C -2.91093 2.27848 0.18990
C -1.40790 -2.92915 0.59993
C 4.27189 0.97971 0.22609
C 0.19522 -3.12229 -4.70077
H -2.94282 -0.21748 -5.09307
H 1.80773 0.31906 -3.87385
H 5.25377 -0.94389 0.06039
H 2.60946 -3.05093 -2.33398
H -4.49234 0.56641 2.30723
H 4.03658 1.62575 4.32612
H 4.13290 -1.54344 2.41928
H 4.60004 2.05258 2.71524
H -2.69008 -4.23255 1.85096
H 5.73366 -0.03960 1.50106
H -0.09985 3.52825 1.25252
H 2.13109 1.77708 2.85651
H -0.06501 -3.63491 -5.61740
H -3.81575 -2.03848 2.44515
H -4.39939 0.46891 -4.37340
H 3.35932 1.98708 -1.48217
H 1.19932 2.58076 -0.67054
H -4.54387 -1.01335 -2.31911
H -0.68046 -3.57041 0.13997
H -1.50008 -1.83087 -4.73998
H 6.33301 0.44728 -0.07997
H -3.03879 -1.43294 -1.48502
H -0.19231 -0.01706 -5.50243
H 4.48503 1.95215 0.67973
H 5.02724 1.48593 -1.74857
H 2.86674 -0.92752 4.01247
H 1.23722 -3.98464 -0.69611
H -0.49550 2.28843 -3.52603
H 1.79432 0.32833 4.63824
H 1.51772 1.10506 -2.33299
H -4.68088 2.91331 1.36650
H -0.43930 2.65528 -0.85899
H 4.80863 0.40182 3.32334
H -1.23176 1.40740 -5.65870
H 2.63936 -5.21611 0.86481
H 0.51458 1.56405 -5.79307
H 1.28203 -0.67033 3.28567
H 3.73395 0.27682 -1.75690
H -3.19449 0.97515 -2.29112
H -2.62005 3.14004 -0.39213
H 4.15665 -3.99542 2.41646
H 2.07979 -4.12481 -4.45103
H 1.90204 2.07929 -3.77162
H -3.00269 1.50008 -4.65855
H -3.29099 -1.94681 -3.15062
```


Entry 4:
The following is a quantum chemistry calculation of a structure of composition C31H46AuNO2 in a non-equilibrium geometry, from the Open Molecules 2025 dataset.

Results
Energy ... -42163.7073 eV
2S+1 ... 3
Net charge ... 0
Gap between HOMO and LUMO (spin up / spin down) ... 7.6 / 4.6 eV

```
81
C31H46AuNO2 | the Open Molecules 2025 dataset | ωB97M-V with the def2-TZVPD basis set
Au -0.18430 1.62382 -1.67197
O 0.75105 0.40730 -6.10772
O 0.07312 -2.49323 -4.50774
N 1.04998 -2.30247 1.81842
C -2.10555 -1.61757 -5.38156
C 1.73740 2.47560 -1.57598
C 1.23210 -3.35925 0.78718
C 1.02172 -1.29816 3.96766
C 1.04513 -1.38221 5.34985
C 2.54280 1.45193 -2.23658
C -1.46670 1.38921 1.58776
C 1.74910 -3.72032 5.18515
C 1.06351 1.63978 -6.75325
C -1.88822 2.00548 0.39991
C 2.14818 -5.00826 5.86614
C 2.69753 -3.75085 0.62226
C 2.29828 0.81301 -0.03094
C 1.73390 -3.62586 3.80118
C 1.65079 2.05189 -0.15368
C -2.05703 -0.30376 0.13224
C 1.27781 -2.43770 3.11683
C 0.93454 1.46062 -8.26975
C -1.19802 -1.81369 -4.19244
C -1.93242 -2.47445 -3.03155
C -2.08729 0.95972 -0.63040
C -1.58814 -0.03987 1.43581
C 1.39778 -2.60188 5.95636
C 0.69439 -0.20550 6.21369
C -0.53632 -0.54079 -3.67800
C 0.74235 -2.73624 -0.51803
C 0.40646 -4.61392 1.04744
C 0.72926 -1.37554 -3.81002
C 2.85527 0.46008 -1.29313
C 0.88740 -0.62902 -7.16796
C 1.43494 0.03068 -8.44430
H 1.41737 -5.28327 6.63802
H -1.33257 -3.30108 -2.63764
H 0.99308 -3.38632 -1.36566
H 3.11185 -4.19426 1.53207
H 0.39616 2.39211 -6.33976
H 2.52777 -0.01983 -8.42657
H 1.19186 -1.74794 -0.67801
H 3.30991 -2.87908 0.36603
H 2.11061 1.89162 -6.52605
H 1.52622 -1.44763 -6.79579
H -0.10500 -1.07096 -7.41529
H -0.64912 0.31778 -4.32476
H 2.43102 0.26281 0.89957
H 2.04005 -4.49162 3.21116
H 0.76463 -0.35584 3.47690
H -0.85962 -0.28340 -2.66585
H 1.16989 -1.61547 -2.84098
H 1.46386 -0.04095 6.97664
H -0.25721 -0.36584 6.73595
H -0.63987 -4.35477 1.24219
H 3.51090 -0.39126 -1.43705
H 2.79682 -4.48789 -0.18302
H -1.15958 1.88737 2.49853
H -2.14851 -1.76919 -2.21301
H -2.89341 -2.85355 -3.38010
H -1.39363 -0.74548 2.23645
H 0.60307 0.69496 5.60192
H 1.33724 2.68737 0.67442
H -3.10287 -1.36914 -5.01261
H -1.99026 3.07470 0.26560
H -0.11779 1.48186 -8.58502
H -2.17158 -2.54045 -5.95656
H 0.44179 -5.26604 0.16701
H -2.79327 1.06821 -1.44345
H 0.77478 -5.19217 1.89741
H -0.34399 -2.58362 -0.50917
H 1.50426 2.21079 -8.79909
H -2.45092 -1.24559 -0.23701
H -1.77535 -0.79771 -6.01923
H 1.51624 -0.89769 -4.38913
H 2.89554 1.49622 -3.26209
H 1.06222 -0.45838 -9.33908
H 1.41198 -2.68294 7.04861
H 1.60258 3.49840 -1.91313
H 2.21118 -5.82749 5.14068
H 3.12667 -4.91375 6.35817
```


Entry 5:
The following is a quantum chemistry calculation of a structure of composition C31H46BIN11Si4Sn, from the Open Molecules 2025 dataset.

Results
Energy ... -95392.4589 eV
2S+1 ... 2
Net charge ... +2
Gap between HOMO and LUMO (spin up / spin down) ... 6.1 / 5.8 eV

```
95
C31H46BIN11Si4Sn | the Open Molecules 2025 dataset | ωB97M-V with the def2-TZVPD basis set
I -0.90985 5.19746 -3.29974
Sn 0.33741 0.23247 1.22977
Si -2.86398 -2.40760 -0.55620
Si -1.36198 -0.84625 -3.88267
Si 0.93959 -3.49265 -1.65587
Si -0.89661 -1.98729 -1.84374
N -2.78102 -4.34143 6.31440
N 2.91029 1.73489 2.30532
N 1.74310 1.09156 -0.26446
N -1.23958 1.77103 -0.81582
N 2.16574 0.60979 2.46796
N 0.90726 3.15996 1.72273
N 2.44180 2.23399 -0.07335
N 3.13965 4.98930 0.41376
N -2.45906 2.32403 -0.67325
N 3.18351 4.11735 1.46392
N -0.04415 2.21017 1.88950
C 0.38057 4.35422 2.00994
C -2.23402 -1.46977 4.39960
C 2.07416 0.61366 -1.46503
C -1.41856 3.66460 -2.03979
C 0.10901 -2.23214 3.08769
C -2.84335 0.25143 -3.65099
C 1.17908 -4.03074 0.10858
C -2.55317 -3.54337 0.87707
C 3.67940 4.73609 2.57429
C 2.87977 -0.22351 3.23137
C -1.77328 -2.33343 -4.93602
C 0.21243 -4.84649 -2.71875
C -1.64743 -2.70389 4.66110
C -0.47421 -0.99505 2.85297
C 2.53933 -2.84290 -2.34191
C 0.11436 0.07064 -4.53337
C 3.64619 6.11733 0.87030
C 3.00192 1.45135 -2.06736
C 3.20978 2.46546 -1.14486
C -3.99597 -3.19925 -1.80637
C 4.08320 1.58118 2.93874
C -2.27513 -3.61032 5.58882
C -3.51985 -0.76602 0.04613
C -2.60739 3.45968 -1.38292
C -1.16672 2.82661 2.27890
C -0.94567 4.18876 2.37486
C -0.47380 -3.08366 4.01687
C -1.65113 -0.60899 3.47752
C 4.00366 6.01893 2.23073
C -0.60426 2.59058 -1.64874
C 4.10182 0.34759 3.55631
B 2.40192 2.85350 1.35140
H -2.24254 -4.53802 0.55148
H 3.74218 4.23765 3.52704
H -2.60916 -2.91236 -4.53953
H 0.92105 -5.67884 -2.74672
H -2.96410 0.88324 -4.53469
H 0.43826 0.87117 -3.86707
H -3.48875 -3.65800 1.43209
H 3.23650 -3.68183 -2.42061
H 4.88632 -0.07074 4.16082
H -1.63912 4.95178 2.67985
H 1.00032 -2.55578 2.56795
H 4.43774 6.77554 2.86009
H -3.14278 -1.18938 4.91581
H 2.44228 -2.40483 -3.33685
H -3.54061 -4.08459 -2.25598
H 1.63587 -5.02382 0.12242
H 0.96098 -0.59320 -4.71924
H 4.83297 2.35321 2.91005
H -4.28441 -2.51925 -2.60884
H -2.06332 2.26364 2.47855
H 3.46199 1.34541 -3.03378
H 0.25318 -4.08245 0.68017
H 0.04151 -4.52503 -3.74677
H -3.75825 -0.33243 -3.53493
H -4.38613 -0.94725 0.68805
H -2.06384 -1.97666 -5.92833
H -3.82877 -0.12804 -0.78310
H 2.47612 -1.17405 3.53020
H 1.61315 -0.28645 -1.84079
H -0.72810 -5.23272 -2.31952
H -0.16254 0.52866 -5.48675
H -1.80373 -3.15400 1.56720
H -3.14277 1.88643 -0.08070
H 3.73865 6.96641 0.21188
H -0.92198 -3.00256 -5.06741
H 0.98274 5.24633 1.94862
H -2.11601 0.34849 3.29098
H -0.03132 -4.04718 4.23379
H -2.76421 -0.23744 0.63287
H 0.41079 2.40210 -1.95393
H 3.83306 3.34062 -1.18615
H 2.99474 -2.10716 -1.67845
H -3.53028 4.01509 -1.38722
H 1.86718 -3.34941 0.61420
H -4.90735 -3.52756 -1.29969
H -2.73230 0.90644 -2.78640
```


Question: Which of these has the lowest net charge?
Answer: C31H45F3N9O9SV